1.
Density functional theory data (the ωB97M-V functional and the def2-TZVPD basis) for a structure of composition C15H27CrGeN4PSeTe.

Each line ends with the Mulliken charge.
Geometry (Å):
Cr  0.125  0.161  -1.002  -0.415
C  -0.825  -0.877  4.173  -0.904
N  -0.869  0.537  3.819  0.046
C  0.391  1.160  4.217  -0.841
N  1.583  0.506  3.680  0.030
C  1.536  -0.906  4.046  -0.926
N  0.322  -1.604  3.628  0.065
C  0.243  -1.674  2.155  -1.116
P  0.210  -0.016  1.313  2.029
C  -1.113  0.718  2.378  -0.854
C  1.665  0.672  2.218  -0.739
H  -1.742  -1.356  3.824  0.404
H  -0.781  -0.954  5.264  0.291
H  0.452  1.123  5.310  0.302
H  0.386  2.201  3.892  0.437
H  1.602  -0.977  5.137  0.290
H  2.401  -1.412  3.610  0.411
H  -0.648  -2.237  1.866  0.458
H  1.105  -2.233  1.780  0.369
H  -2.068  0.255  2.118  0.310
H  -1.180  1.775  2.121  0.330
H  1.740  1.726  1.947  0.308
H  2.564  0.172  1.852  0.388
C  2.311  1.937  -3.781  -1.154
Ge  2.711  0.207  -2.986  0.507
C  2.129  -1.170  -4.255  -1.093
C  4.697  0.078  -3.084  -1.331
C  2.177  -0.169  -1.166  -1.004
H  2.845  1.999  -4.736  0.389
H  2.626  2.752  -3.130  0.314
H  1.240  2.041  -3.953  0.321
H  2.501  -0.933  -5.257  0.364
H  1.039  -1.224  -4.277  0.273
H  2.516  -2.148  -3.960  0.309
H  5.061  0.231  -4.106  0.356
H  5.024  -0.909  -2.744  0.353
H  5.160  0.828  -2.437  0.371
H  2.838  0.421  -0.527  0.243
H  2.425  -1.234  -1.030  0.274
Se  -1.352  -0.829  -2.479  -0.819
C  -3.934  0.089  -1.649  -0.133
C  -4.758  -0.012  -2.754  -0.276
C  -6.113  -0.224  -2.539  -0.214
N  -6.678  -0.341  -1.331  -0.675
C  -5.850  -0.246  -0.287  -0.341
C  -4.480  -0.032  -0.387  0.239
H  -4.361  0.057  -3.760  0.318
H  -6.792  -0.306  -3.387  0.325
H  -6.313  -0.345  0.694  0.332
H  -3.872  0.035  0.509  0.051
Te  0.107  2.686  -0.547  -0.973

The calculation puts the total energy at -188816.776 eV. The charge is -2. As for the multiplicity: 5. The value obtained for the LUMO energy (spin up / spin down) is 4.529 / 4.520 eV. The value obtained for the HOMO energy (spin up / spin down) is 0.136 / -0.410 eV.

---

2.
Density functional theory data (the ωB97M-V functional and the def2-TZVPD basis) for a cluster of 3 separate species, C3H13NO3 in total.

Each line ends with the Mulliken charge.
Geometry (Å):
N  -0.373  0.660  2.658  -0.642
C  0.509  0.449  1.506  -0.139
C  0.172  -0.825  0.719  -0.351
C  0.846  -0.903  -0.638  -0.678
O  0.354  0.044  -1.560  -0.497
H  -0.262  -0.035  3.375  0.250
H  -1.321  0.739  2.327  0.211
H  0.527  1.379  0.904  -0.052
H  1.509  0.314  1.952  0.332
H  -0.907  -0.950  0.552  0.335
H  0.519  -1.635  1.399  0.265
H  0.847  -1.889  -1.137  0.399
H  1.887  -0.701  -0.434  0.371
H  0.167  0.943  -1.225  0.161
O  -1.329  -2.092  -1.665  -0.637
H  -1.680  -2.334  -2.527  0.292
H  -1.085  -1.159  -1.832  0.348
O  0.133  2.691  -1.773  -0.694
H  -0.835  2.655  -1.777  0.337
H  0.321  2.650  -0.825  0.388

The calculation puts the total energy at -10953.659 eV. The charge is 0. Its SMILES is NCCCO.O.O. The value obtained for the LUMO energy is 0.464 eV. The value obtained for the HOMO energy is -9.335 eV.

---

3.
Density functional theory data (the ωB97M-V functional and the def2-TZVPD basis) for a cluster of 3 separate species, C49H52F6NO8 in total.

Each line ends with the Mulliken charge.
Geometry (Å):
C  -0.851  -3.269  12.497  -0.840
C  -0.822  -4.510  11.406  -0.371
C  -0.134  -3.905  10.036  -0.725
C  -0.138  -5.109  8.898  -0.415
C  1.285  -4.900  8.043  -0.653
C  1.122  -5.191  6.438  -0.593
C  1.851  -4.024  5.486  -0.739
C  0.705  -2.897  5.022  -0.941
C  0.647  -2.697  3.397  0.490
C  -0.885  -3.016  2.910  -1.246
N  -1.419  -2.141  1.807  0.265
C  -1.289  -0.656  2.002  0.461
C  -2.474  0.058  2.879  -1.235
C  -2.748  -0.571  4.359  -0.095
O  -1.582  -0.643  5.251  -0.429
C  -3.914  0.360  5.115  0.737
F  -4.504  -0.374  6.297  -0.242
F  -3.412  1.713  5.487  -0.239
F  -5.085  0.559  4.181  -0.267
C  -1.441  0.005  0.470  0.298
F  -1.521  1.495  0.529  -0.282
F  -2.747  -0.448  -0.141  -0.310
F  -0.384  -0.435  -0.466  -0.146
C  0.153  -0.126  2.565  -1.647
C  1.276  -1.288  2.840  1.284
C  2.533  -0.690  3.705  -1.231
O  2.145  0.227  4.807  -0.326
C  2.509  1.618  4.386  -0.609
C  1.911  -1.659  1.336  -0.265
C  3.411  -2.310  1.401  0.123
O  3.796  -3.387  2.087  -0.496
O  4.492  -1.600  0.639  -0.481
H  -0.143  -2.410  12.068  0.261
H  -0.382  -3.696  13.495  0.264
H  -1.958  -2.905  12.609  0.240
H  -0.125  -5.412  11.749  0.259
H  -1.908  -4.889  11.103  0.257
H  -0.660  -2.952  9.605  0.223
H  0.999  -3.665  10.278  0.349
H  -0.113  -6.188  9.391  0.299
H  -1.095  -4.988  8.196  0.270
H  2.120  -5.640  8.448  0.224
H  1.592  -3.767  8.167  0.308
H  -0.009  -5.383  6.112  0.295
H  1.671  -6.229  6.220  0.367
H  2.311  -4.608  4.582  0.247
H  2.760  -3.527  6.059  0.376
H  -0.313  -3.318  5.485  0.378
H  0.955  -1.935  5.639  0.220
H  1.337  -3.558  2.940  0.733
H  -1.674  -3.076  3.804  0.335
H  -0.871  -4.127  2.470  0.242
H  -2.458  -2.356  1.726  0.561
H  -1.002  -2.509  0.900  0.714
H  -3.475  -0.006  2.273  0.497
H  -2.263  1.223  3.028  0.442
H  -3.253  -1.643  4.256  0.229
H  -1.246  0.285  5.439  0.389
H  0.633  0.607  1.754  0.463
H  -0.080  0.566  3.496  0.278
H  3.159  -0.010  2.950  0.508
H  3.284  -1.489  4.113  0.227
H  2.086  2.371  5.209  0.246
H  2.023  1.907  3.336  0.238
H  3.673  1.748  4.232  0.285
H  1.967  -0.713  0.643  0.328
H  1.177  -2.489  0.899  0.256
H  5.253  -1.438  1.286  0.377
C  -1.525  1.536  -3.436  -1.029
C  -1.857  0.407  -2.688  0.157
C  -1.785  -0.861  -3.269  -0.764
C  -1.391  -0.999  -4.605  0.109
C  -1.082  0.133  -5.359  0.060
C  -1.137  1.402  -4.770  -0.711
C  -0.712  0.003  -6.783  0.668
O  -0.437  0.996  -7.446  -0.674
C  -0.687  -1.338  -7.400  0.235
C  -0.395  -1.470  -8.764  -0.504
C  -0.356  -2.736  -9.352  -0.560
C  -0.600  -3.872  -8.580  -0.472
C  -0.897  -3.743  -7.222  -0.571
C  -0.950  -2.473  -6.633  0.193
C  -1.300  -2.344  -5.205  0.523
O  -1.519  -3.342  -4.527  -0.704
H  -1.572  2.523  -2.981  0.449
H  -2.171  0.512  -1.652  0.626
H  -2.042  -1.738  -2.677  0.475
H  -0.884  2.289  -5.348  0.736
H  -0.201  -0.589  -9.373  0.480
H  -0.134  -2.836  -10.412  0.403
H  -0.563  -4.859  -9.036  0.401
H  -1.090  -4.634  -6.627  0.443
C  -1.426  3.820  -8.543  -0.428
C  -1.743  4.204  -7.240  -0.392
C  -1.150  5.338  -6.683  -0.640
C  -0.227  6.084  -7.427  0.347
C  0.109  5.685  -8.720  0.178
C  -0.501  4.557  -9.284  -0.738
C  1.118  6.435  -9.495  0.567
O  1.411  6.088  -10.632  -0.673
C  1.775  7.604  -8.877  0.187
C  2.775  8.290  -9.579  -0.542
C  3.392  9.405  -9.007  -0.471
C  3.007  9.842  -7.740  -0.455
C  2.014  9.158  -7.036  -0.541
C  1.404  8.031  -7.602  0.217
C  0.381  7.292  -6.836  0.531
O  0.045  7.674  -5.720  -0.688
H  -1.895  2.941  -8.980  0.369
H  -2.454  3.622  -6.658  0.577
H  -1.407  5.636  -5.668  0.459
H  -0.254  4.247  -10.298  0.462
H  3.079  7.957  -10.570  0.454
H  4.172  9.932  -9.551  0.389
H  3.482  10.715  -7.297  0.393
H  1.722  9.503  -6.046  0.446

The calculation puts the total energy at -85814.011 eV. The charge is +1. The value obtained for the LUMO energy is -3.548 eV. The value obtained for the HOMO energy is -10.741 eV.

---

4.
Density functional theory data (the ωB97M-V functional and the def2-TZVPD basis) for a structure of composition C13H23CoFN2.

Each line ends with the Mulliken charge.
Geometry (Å):
Co  0.032  1.372  -0.049  0.002
N  2.145  1.606  0.042  -0.484
C  2.481  3.005  -0.272  -0.617
C  1.492  3.932  0.419  -0.583
N  0.132  3.570  0.013  -0.423
H  2.456  1.364  0.978  0.222
H  2.607  0.968  -0.595  0.249
H  2.396  3.131  -1.353  0.318
H  3.501  3.267  0.017  0.383
H  1.754  4.970  0.197  0.378
H  1.566  3.796  1.501  0.332
H  -0.079  3.911  -0.917  0.204
H  -0.559  3.953  0.645  0.233
F  -2.051  -1.577  3.587  -0.367
C  -1.928  -0.954  2.379  0.674
C  -2.000  0.444  2.376  -1.251
C  -1.908  1.112  1.134  0.442
C  -1.778  0.417  -0.103  -0.194
C  -1.729  1.096  -1.339  -1.096
C  -1.595  -1.107  -0.091  0.546
C  -1.761  -1.713  1.276  -1.357
H  -2.152  0.979  3.302  0.438
H  -2.190  2.160  1.094  0.496
H  -2.182  2.079  -1.420  0.307
H  -1.706  0.521  -2.257  0.272
H  -2.367  -1.526  -0.753  0.263
H  -1.777  -2.790  1.372  0.536
C  0.923  -3.447  0.392  -1.611
C  0.062  -3.000  -0.789  0.625
C  0.755  -3.368  -2.101  -1.701
C  -0.245  -1.495  -0.744  -0.465
H  1.054  -4.532  0.395  0.447
H  0.489  -3.150  1.346  0.384
H  1.916  -2.993  0.319  0.329
H  -0.890  -3.542  -0.751  0.311
H  1.688  -2.808  -2.208  0.322
H  0.123  -3.136  -2.960  0.404
H  1.000  -4.432  -2.133  0.442
H  0.566  -0.991  -0.191  0.044
H  -0.241  -1.092  -1.758  0.547

The calculation puts the total energy at -57176.396 eV. The charge is 0. As for the multiplicity: 4. The value obtained for the LUMO energy (spin up / spin down) is 0.186 / 0.177 eV. The value obtained for the HOMO energy (spin up / spin down) is -4.742 / -6.665 eV.